1.
{"formula": "C28H72F3N6O16S2V2", "method": "the ωB97M-V functional and the def2-TZVPD basis", "species": ["V", "V", "C", "O", "O", "C", "F", "F", "F", "C", "C", "H", "H", "H", "H", "H", "H", "S", "O", "O", "O", "O", "S", "O", "O", "O", "O", "C", "C", "C", "O", "C", "N", "H", "H", "H", "H", "H", "H", "H", "H", "H", "H", "H", "C", "C", "C", "O", "C", "N", "H", "H", "H", "H", "H", "H", "H", "H", "H", "H", "H", "C", "C", "C", "O", "C", "N", "H", "H", "H", "H", "H", "H", "H", "H", "H", "H", "H", "C", "C", "C", "O", "C", "N", "H", "H", "H", "H", "H", "H", "H", "H", "H", "H", "H", "C", "C", "C", "O", "C", "N", "H", "H", "H", "H", "H", "H", "H", "H", "H", "H", "H", "C", "C", "C", "O", "C", "N", "H", "H", "H", "H", "H", "H", "H", "H", "H", "H", "H"], "positions_angstrom": [[-3.096, 0.052, -2.783], [-0.061, -2.534, 0.233], [3.290, -1.728, 1.298], [3.519, -2.649, 2.352], [1.908, -1.886, 0.988], [3.761, -0.323, 1.948], [2.792, 0.210, 2.815], [4.872, -0.480, 2.723], [4.001, 0.596, 1.025], [4.560, -3.626, 2.170], [4.561, -4.745, 3.251], [5.043, -5.650, 2.883], [4.991, -4.334, 4.164], [3.527, -5.026, 3.451], [5.570, -3.218, 2.134], [4.345, -4.134, 1.230], [3.935, -2.010, 0.465], [-2.977, -2.944, -1.394], [-3.233, -1.506, -1.524], [-4.144, -3.664, -0.862], [-2.702, -3.510, -2.721], [-1.788, -3.071, -0.529], [-0.017, -0.254, -1.396], [-1.206, -0.012, -2.226], [0.963, 0.775, -1.537], [-0.484, -0.549, -0.049], [0.463, -1.592, -1.452], [1.091, -6.391, 2.234], [1.256, -5.146, 1.327], [1.423, -5.366, -0.118], [0.992, -4.223, -0.906], [1.189, -4.379, -2.304], [0.095, -4.290, 1.555], [1.852, -7.164, 2.137], [0.214, -6.964, 1.932], [1.050, -6.117, 3.288], [2.156, -4.600, 1.609], [1.018, -6.301, -0.505], [2.512, -5.389, -0.089], [2.260, -4.548, -2.415], [1.015, -3.457, -2.860], [0.527, -5.104, -2.777], [0.105, -4.269, 2.565], [-0.608, -5.009, 1.459], [-0.820, 3.130, -4.329], [-1.987, 2.826, -3.410], [-2.906, 4.084, -3.329], [-4.135, 3.592, -2.703], [-4.899, 4.735, -2.496], [-2.681, 1.754, -4.090], [-0.170, 2.285, -4.553], [-0.145, 3.911, -3.980], [-1.127, 3.494, -5.310], [-1.722, 2.417, -2.435], [-3.135, 4.431, -4.336], [-2.458, 4.883, -2.738], [-4.517, 5.355, -1.685], [-5.855, 4.410, -2.086], [-5.223, 5.404, -3.293], [-2.212, 1.642, -4.977], [-3.557, 2.161, -4.387], [-4.868, 0.147, 0.407], [-4.534, 1.473, -0.113], [-4.201, 2.389, 1.028], [-4.141, 3.717, 0.558], [-4.080, 4.617, 1.576], [-3.510, 1.365, -1.111], [-5.230, -0.558, -0.341], [-5.552, 0.310, 1.240], [-3.962, -0.336, 0.771], [-5.503, 1.785, -0.501], [-3.266, 2.085, 1.499], [-4.882, 2.323, 1.876], [-3.062, 4.679, 1.961], [-4.800, 4.498, 2.385], [-4.193, 5.654, 1.260], [-3.535, 2.323, -1.432], [-2.781, 1.628, -0.464], [5.152, -1.098, -3.912], [4.587, -0.273, -2.727], [5.380, 1.042, -2.346], [6.736, 0.863, -1.993], [6.958, 0.347, -0.731], [3.264, 0.246, -2.981], [4.459, -1.897, -4.174], [6.086, -1.534, -3.556], [5.259, -0.366, -4.713], [4.507, -1.015, -1.932], [4.897, 1.646, -1.577], [5.307, 1.753, -3.169], [6.961, -0.741, -0.663], [6.243, 0.749, -0.013], [7.992, 0.584, -0.478], [2.872, 0.796, -2.230], [2.520, -0.435, -2.924], [1.094, 4.017, 0.457], [-0.413, 3.973, 0.437], [-1.093, 5.205, -0.164], [-0.964, 6.372, 0.608], [-1.703, 7.516, 0.077], [-0.755, 2.604, -0.089], [1.535, 3.150, 0.950], [1.465, 4.962, 0.854], [1.362, 3.961, -0.598], [-0.779, 3.835, 1.455], [-2.148, 4.940, -0.228], [-0.529, 5.317, -1.090], [-1.603, 8.347, 0.776], [-2.766, 7.287, -0.008], [-1.354, 7.911, -0.877], [-0.014, 2.352, -0.727], [-0.548, 1.870, 0.574], [-0.672, -0.088, 3.024], [-0.611, -1.557, 3.045], [-1.184, -2.223, 4.341], [-0.895, -3.628, 4.356], [-1.606, -4.402, 5.247], [-1.420, -2.009, 1.909], [-0.147, 0.476, 2.252], [-0.357, 0.202, 4.026], [-1.688, 0.294, 2.917], [0.440, -1.843, 3.002], [-2.244, -2.010, 4.481], [-0.778, -1.739, 5.230], [-2.680, -4.263, 5.120], [-1.375, -4.121, 6.275], [-1.513, -5.476, 5.080], [-2.102, -1.266, 1.869], [-2.030, -2.721, 2.285]], "multiplicity": 6, "s2": 8.839, "gap_ev": [4.4586, 3.8923], "e_homo_ha": [-0.472, -0.471], "lumo_ev": [-8.4, -8.9], "total_charge": 2, "e_tot_ev": -153083.336}

***

2.
{"formula": "C28H72F3O12S", "method": "the ωB97M-V functional and the def2-TZVPD basis", "species": ["C", "F", "F", "F", "S", "O", "O", "O", "C", "C", "C", "O", "H", "H", "H", "H", "H", "H", "H", "H", "C", "C", "C", "O", "H", "H", "H", "H", "H", "H", "H", "H", "C", "C", "C", "O", "H", "H", "H", "H", "H", "H", "H", "H", "C", "C", "C", "O", "H", "H", "H", "H", "H", "H", "H", "H", "C", "C", "C", "O", "H", "H", "H", "H", "H", "H", "H", "H", "C", "C", "C", "O", "H", "H", "H", "H", "H", "H", "H", "H", "C", "C", "C", "O", "H", "H", "H", "H", "H", "H", "H", "H", "C", "C", "C", "O", "H", "H", "H", "H", "H", "H", "H", "H", "C", "C", "C", "O", "H", "H", "H", "H", "H", "H", "H", "H"], "positions_angstrom": [[-0.459, -0.932, 1.459], [0.398, -1.615, 2.229], [-1.364, -1.747, 0.936], [-1.076, -0.039, 2.240], [0.540, -0.056, 0.134], [1.480, -1.063, -0.379], [-0.475, 0.359, -0.836], [1.180, 1.061, 0.802], [-1.100, 4.814, -2.816], [-1.428, 3.359, -2.680], [-2.112, 2.766, -3.901], [-0.218, 2.631, -2.414], [-2.028, 5.396, -2.752], [-0.548, 5.071, -3.719], [-0.541, 5.223, -1.970], [-2.104, 3.127, -1.852], [-1.484, 2.811, -4.795], [-3.041, 3.324, -4.062], [-2.364, 1.717, -3.752], [-0.405, 1.868, -1.833], [-4.463, 2.261, 2.126], [-4.139, 3.398, 1.128], [-2.622, 3.532, 1.063], [-4.684, 3.076, -0.149], [-4.011, 1.319, 1.805], [-5.535, 2.047, 2.142], [-4.112, 2.494, 3.132], [-4.665, 4.301, 1.444], [-2.246, 3.805, 2.058], [-2.280, 4.393, 0.484], [-2.167, 2.593, 0.758], [-4.203, 2.283, -0.461], [2.424, 5.828, 0.486], [2.323, 4.435, 1.069], [1.048, 4.264, 1.881], [2.362, 3.478, 0.032], [2.531, 6.563, 1.282], [1.572, 6.049, -0.159], [3.316, 5.856, -0.147], [3.199, 4.303, 1.725], [0.877, 5.048, 2.622], [1.014, 3.258, 2.300], [0.206, 4.331, 1.186], [2.024, 2.621, 0.362], [4.550, 0.901, -0.909], [4.329, 0.065, -2.168], [4.886, -1.358, -2.005], [2.944, -0.013, -2.533], [4.102, 0.451, -0.020], [4.144, 1.906, -1.026], [5.624, 0.975, -0.713], [4.804, 0.587, -3.003], [5.952, -1.318, -1.776], [4.602, -1.909, -2.903], [4.393, -1.910, -1.202], [2.521, -0.455, -1.760], [0.248, 1.215, 5.055], [-0.211, 0.071, 5.960], [0.608, -1.164, 5.758], [-0.121, 0.535, 7.325], [-0.254, 2.163, 5.245], [0.095, 0.980, 3.998], [1.330, 1.376, 5.100], [-1.288, -0.041, 5.788], [0.189, -1.956, 6.386], [1.648, -1.011, 6.044], [0.571, -1.490, 4.719], [-0.716, -0.013, 7.845], [1.259, -5.766, 4.602], [1.519, -4.635, 3.621], [2.407, -3.581, 4.287], [2.229, -5.163, 2.516], [2.227, -6.144, 4.935], [0.605, -6.523, 4.169], [0.770, -5.416, 5.515], [0.598, -4.108, 3.365], [3.417, -3.971, 4.437], [2.047, -3.273, 5.268], [2.485, -2.687, 3.665], [2.366, -4.428, 1.869], [0.378, -4.337, -0.805], [1.866, -4.628, -0.651], [2.548, -4.589, -2.022], [2.445, -3.672, 0.234], [-0.156, -5.086, -1.391], [0.255, -3.355, -1.264], [-0.105, -4.261, 0.171], [2.112, -5.597, -0.216], [3.585, -4.919, -1.946], [2.553, -3.589, -2.466], [2.014, -5.213, -2.742], [2.197, -2.750, -0.003], [-5.472, 0.039, -1.052], [-4.049, -0.387, -1.385], [-3.843, -0.849, -2.830], [-3.175, 0.741, -1.149], [-5.631, 0.065, 0.024], [-6.202, -0.610, -1.544], [-5.761, 1.028, -1.413], [-3.800, -1.239, -0.744], [-4.530, -1.693, -2.952], [-2.819, -1.200, -2.955], [-4.032, -0.083, -3.579], [-2.295, 0.319, -1.094], [-1.459, -0.626, -5.761], [-0.206, -1.474, -5.535], [0.108, -1.533, -4.040], [-0.421, -2.795, -6.026], [-1.779, -0.604, -6.802], [-1.269, 0.398, -5.441], [-2.221, -1.042, -5.104], [0.680, -1.063, -6.032], [-0.756, -1.983, -3.543], [0.286, -0.593, -3.514], [1.019, -2.123, -3.914], [0.438, -3.198, -6.171]], "gap_ev": 9.2090, "e_homo_ha": -0.252, "e_above_lowest_kj_mol": 0.0, "lumo_ev": 2.3, "total_charge": -1, "e_tot_ev": -73765.204}

***

3.
{"formula": "C28H72O16V2", "method": "the ωB97M-V functional and the def2-TZVPD basis", "species": ["O", "V", "O", "O", "V", "O", "C", "O", "O", "O", "C", "C", "C", "O", "H", "H", "H", "H", "H", "H", "H", "H", "C", "C", "C", "O", "H", "H", "H", "H", "H", "H", "H", "H", "C", "C", "C", "O", "H", "H", "H", "H", "H", "H", "H", "H", "C", "C", "C", "O", "H", "H", "H", "H", "H", "H", "H", "H", "C", "C", "C", "O", "H", "H", "H", "H", "H", "H", "H", "H", "C", "C", "C", "O", "H", "H", "H", "H", "H", "H", "H", "H", "C", "C", "C", "O", "H", "H", "H", "H", "H", "H", "H", "H", "C", "C", "C", "O", "H", "H", "H", "H", "H", "H", "H", "H", "C", "C", "C", "O", "H", "H", "H", "H", "H", "H", "H", "H"], "positions_angstrom": [[3.575, 0.918, -1.904], [2.185, 1.179, -1.124], [2.045, 2.709, -0.616], [0.190, -3.775, -2.381], [0.742, -3.070, -1.071], [2.306, -3.284, -0.889], [-0.004, -0.549, -0.822], [0.125, 0.515, -0.308], [0.944, -0.794, -1.596], [-0.608, -1.518, -0.324], [-2.759, -4.869, 0.056], [-1.412, -4.482, 0.780], [-1.365, -5.205, 2.134], [-0.284, -4.872, 0.016], [-2.840, -5.872, -0.363], [-2.681, -4.184, -0.789], [-3.754, -4.628, 0.431], [-1.302, -3.414, 0.974], [-2.076, -4.798, 2.852], [-0.358, -5.051, 2.521], [-1.350, -6.276, 1.935], [0.064, -5.706, 0.338], [1.980, -3.472, 4.080], [2.501, -3.482, 2.644], [2.783, -4.834, 2.102], [1.613, -2.905, 1.799], [2.484, -4.298, 4.582], [0.919, -3.723, 4.107], [2.107, -2.510, 4.576], [3.432, -2.931, 2.509], [3.575, -5.285, 2.700], [3.162, -4.715, 1.087], [1.927, -5.508, 2.129], [1.600, -1.956, 1.948], [1.639, 5.090, 2.007], [3.122, 5.050, 2.469], [4.030, 5.301, 1.340], [3.341, 6.116, 3.371], [0.987, 4.863, 2.851], [1.665, 4.191, 1.392], [1.342, 5.889, 1.328], [3.319, 4.159, 3.065], [5.103, 5.159, 1.469], [3.882, 6.275, 0.874], [3.851, 4.522, 0.599], [2.776, 6.862, 3.156], [1.727, 0.759, 4.392], [0.553, 0.415, 3.409], [-0.368, 1.572, 3.053], [1.105, -0.088, 2.251], [2.482, 1.492, 4.108], [2.103, -0.171, 4.819], [1.176, 1.299, 5.161], [-0.098, -0.348, 3.836], [-0.744, 1.304, 2.066], [0.005, 2.583, 2.885], [-1.134, 1.607, 3.828], [0.636, 0.313, 1.516], [-0.723, 2.148, -4.890], [0.371, 1.471, -4.054], [1.511, 0.878, -4.872], [0.901, 2.332, -3.025], [-1.099, 1.487, -5.670], [-0.429, 2.972, -5.539], [-1.650, 2.244, -4.324], [-0.096, 0.572, -3.653], [1.965, 1.678, -5.457], [1.016, 0.102, -5.457], [2.303, 0.377, -4.315], [0.151, 2.739, -2.586], [-2.577, 4.638, -2.235], [-2.307, 3.737, -1.022], [-3.386, 2.762, -0.648], [-1.186, 3.004, -1.551], [-1.743, 5.273, -2.535], [-3.501, 5.181, -2.032], [-2.689, 4.042, -3.141], [-1.802, 4.162, -0.155], [-4.164, 3.441, -0.299], [-2.840, 2.086, 0.010], [-3.852, 2.232, -1.479], [-1.068, 2.266, -0.949], [-2.311, -1.704, -3.715], [-3.381, -0.818, -4.241], [-3.947, -1.101, -5.695], [-4.388, -0.851, -3.178], [-2.685, -2.711, -3.527], [-1.835, -1.263, -2.839], [-1.644, -2.014, -4.519], [-2.914, 0.157, -4.386], [-4.138, -2.173, -5.725], [-3.184, -0.792, -6.410], [-4.871, -0.610, -6.003], [-4.021, -0.784, -2.293], [-3.705, -0.647, 1.730], [-4.395, -1.290, 0.587], [-5.730, -0.618, 0.237], [-3.584, -1.126, -0.593], [-3.564, 0.434, 1.724], [-2.722, -1.086, 1.897], [-4.291, -0.970, 2.591], [-4.697, -2.314, 0.811], [-6.139, -1.006, -0.696], [-5.578, 0.447, 0.063], [-6.481, -0.614, 1.027], [-2.696, -1.472, -0.471], [5.174, -1.088, 0.790], [4.437, 0.099, 1.412], [5.406, 1.303, 1.314], [3.263, 0.450, 0.763], [4.573, -1.995, 0.841], [6.038, -1.229, 1.439], [5.416, -1.042, -0.272], [4.207, -0.092, 2.461], [5.519, 1.730, 0.318], [6.294, 1.129, 1.922], [4.933, 2.146, 1.817], [2.568, 0.122, 1.338]], "gap_ev": 8.3937, "e_homo_ha": -0.344, "e_above_lowest_kj_mol": 1.4, "lumo_ev": -1.0, "total_charge": 0, "e_tot_ev": -114338.238}

***

4.
{"formula": "C28H73BF4N5O9", "method": "the ωB97M-V functional and the def2-TZVPD basis", "species": ["B", "F", "F", "F", "F", "C", "C", "O", "H", "H", "H", "H", "H", "H", "C", "O", "C", "C", "N", "C", "C", "O", "C", "H", "H", "H", "H", "H", "H", "H", "H", "H", "H", "H", "H", "H", "H", "H", "C", "O", "C", "C", "N", "C", "C", "O", "C", "H", "H", "H", "H", "H", "H", "H", "H", "H", "H", "H", "H", "H", "H", "H", "C", "O", "C", "C", "N", "C", "C", "O", "C", "H", "H", "H", "H", "H", "H", "H", "H", "H", "H", "H", "H", "H", "H", "H", "C", "C", "C", "O", "C", "N", "H", "H", "H", "H", "H", "H", "H", "H", "H", "H", "H", "C", "C", "C", "O", "C", "N", "H", "H", "H", "H", "H", "H", "H", "H", "H", "H", "H"], "positions_angstrom": [[0.271, -0.598, 0.835], [0.532, 0.560, 1.615], [-0.897, -0.376, 0.088], [1.339, -0.899, -0.019], [0.080, -1.687, 1.719], [-3.449, -3.012, 1.058], [-3.137, -2.435, 2.430], [-2.746, -1.085, 2.330], [-3.892, -4.018, 1.106], [-2.575, -3.074, 0.408], [-4.227, -2.442, 0.540], [-2.337, -3.043, 2.874], [-4.033, -2.492, 3.051], [-1.976, -1.108, 1.744], [-0.571, 3.864, -2.607], [-0.144, 2.704, -3.268], [0.627, 1.801, -2.505], [1.102, 0.639, -3.347], [0.068, -0.064, -4.123], [-0.831, -0.851, -3.259], [-1.739, -1.673, -4.152], [-2.698, -0.791, -4.736], [-3.480, -1.420, -5.710], [0.295, 4.503, -2.382], [-1.006, 3.605, -1.632], [-1.288, 4.386, -3.232], [0.126, 1.477, -1.584], [1.546, 2.327, -2.194], [1.650, -0.045, -2.696], [1.816, 0.990, -4.101], [-0.489, 0.682, -4.532], [-1.358, -0.206, -2.556], [-0.220, -1.597, -2.743], [-2.238, -2.443, -3.547], [-1.163, -2.117, -4.970], [-4.082, -0.657, -6.207], [-4.165, -2.159, -5.279], [-2.837, -1.867, -6.479], [5.355, 1.041, -4.141], [5.728, 1.198, -2.789], [5.247, 0.201, -1.933], [5.715, 0.496, -0.523], [5.145, 1.694, 0.092], [3.736, 1.477, 0.445], [3.099, 2.749, 0.948], [2.740, 3.533, -0.198], [1.889, 4.595, 0.121], [6.089, 1.594, -4.724], [4.344, 1.425, -4.309], [5.377, -0.012, -4.444], [5.552, -0.811, -2.243], [4.146, 0.147, -1.937], [6.810, 0.562, -0.550], [5.544, -0.369, 0.124], [5.096, 2.380, -0.661], [3.642, 0.741, 1.245], [3.118, 1.190, -0.411], [3.783, 3.338, 1.571], [2.165, 2.516, 1.471], [2.268, 5.226, 0.940], [0.882, 4.245, 0.374], [1.916, 5.260, -0.745], [3.336, -0.053, 5.590], [1.969, 0.265, 5.627], [1.209, -0.626, 4.815], [-0.287, -0.367, 4.940], [-0.854, 0.756, 4.210], [-0.351, 2.044, 4.689], [-1.052, 3.186, 3.993], [-2.452, 3.034, 3.963], [-3.100, 4.254, 3.772], [3.872, 0.552, 6.318], [3.743, 0.180, 4.594], [3.503, -1.121, 5.780], [1.410, -1.648, 5.170], [1.537, -0.533, 3.772], [-0.574, -0.331, 5.996], [-0.711, -1.295, 4.537], [-0.420, 0.674, 3.289], [0.735, 2.179, 4.586], [-0.554, 2.109, 5.766], [-0.706, 3.304, 2.950], [-0.763, 4.136, 4.475], [-2.751, 5.060, 4.428], [-4.172, 4.079, 3.858], [-2.936, 4.597, 2.732], [2.862, -6.415, -4.026], [1.664, -6.081, -3.161], [2.059, -5.434, -1.846], [0.921, -5.148, -1.078], [1.004, -3.889, -0.423], [0.691, -5.271, -3.918], [2.507, -6.723, -5.008], [3.474, -7.211, -3.601], [3.485, -5.525, -4.164], [1.142, -7.014, -2.916], [2.633, -4.529, -2.095], [2.713, -6.109, -1.274], [1.964, -3.723, 0.072], [0.183, -3.786, 0.280], [0.884, -3.072, -1.145], [-0.054, -5.079, -3.250], [1.086, -4.349, -4.101], [-6.766, 0.957, 1.095], [-5.328, 0.804, 1.642], [-4.402, 1.786, 0.947], [-3.097, 1.661, 1.425], [-2.194, 2.338, 0.601], [-5.283, 0.919, 3.094], [-7.396, 0.251, 1.639], [-6.827, 0.749, 0.024], [-7.135, 1.971, 1.278], [-5.013, -0.199, 1.349], [-4.796, 2.806, 1.121], [-4.422, 1.574, -0.133], [-2.315, 2.038, -0.448], [-1.180, 2.160, 0.951], [-2.325, 3.437, 0.662], [-5.794, 0.146, 3.510], [-5.834, 1.727, 3.383]], "gap_ev": 8.2108, "e_homo_ha": -0.208, "lumo_ev": 2.6, "total_charge": -1, "e_tot_ev": -67648.220}